# 1
Entry from OMol25: a molecular structure, C53H54N5P2S2Sr (ωB97M-V/def2-TZVPD).

The energy relative to the best compared isomer or geometry (same formula, charge and spin) comes out at 3.141 eV. Its total energy is -3835.3478 a.u. Its largest force on an atom is 0.206 hartree/bohr. For the frontier orbital gap, the calculation gives 6.13 eV. The value obtained for the highest occupied orbital energy is -0.3318 hartree. Its molar mass is 974.752 g mol⁻¹. Its net charge is +1.

Cartesian coordinates (Å):
Sr 0.401 -0.029 1.106
C -5.148 4.553 0.345
C -4.306 4.992 -0.825
C -4.535 6.207 -1.459
C -3.752 6.633 -2.524
C -2.715 5.833 -2.976
C -2.482 4.606 -2.372
C -3.267 4.187 -1.303
N -3.077 2.903 -0.729
C -1.910 2.396 -0.171
N -0.848 3.239 -0.222
C 0.185 3.430 0.790
C 0.384 2.533 1.824
C 1.219 3.017 2.843
C 1.849 4.252 2.812
C 1.709 5.043 1.679
C 0.871 4.646 0.645
C 0.725 5.512 -0.587
N -1.849 1.224 0.387
C -3.040 0.452 0.460
C -3.693 -0.058 -0.658
C -4.802 -0.880 -0.524
C -5.283 -1.191 0.740
C -4.659 -0.650 1.855
C -3.551 0.183 1.737
C -2.900 0.780 2.961
H -5.760 5.377 0.708
H -4.525 4.196 1.167
H -5.828 3.739 0.072
H -5.340 6.839 -1.101
H -3.956 7.584 -3.000
H -2.098 6.152 -3.806
H -1.705 3.948 -2.750
H -3.909 2.378 -0.524
H -1.069 4.096 -0.700
H 1.377 2.400 3.731
H 2.461 4.591 3.642
H 2.237 5.987 1.598
H 1.532 6.243 -0.631
H -0.218 6.072 -0.598
H 0.768 4.922 -1.508
H -3.306 0.182 -1.642
H -5.290 -1.276 -1.407
H -6.141 -1.840 0.858
H -5.048 -0.869 2.845
H -3.416 0.468 3.869
H -2.897 1.870 2.911
H -1.848 0.520 3.042
C 4.445 -4.509 -4.933
S 4.253 -5.354 -3.352
C 5.339 -4.333 -2.305
C 4.607 -3.644 -1.156
C 3.449 -2.780 -1.628
N 2.817 -2.103 -0.438
P 2.541 -0.416 -0.305
C 4.189 0.406 -0.167
C 4.594 0.972 1.044
C 5.917 1.347 1.247
C 6.851 1.156 0.240
C 6.453 0.637 -0.987
C 5.132 0.267 -1.191
C 1.933 0.227 -1.929
C 1.499 -0.590 -2.984
C 0.851 -0.035 -4.080
C 0.569 1.327 -4.114
C 0.933 2.131 -3.049
C 1.614 1.588 -1.964
P 1.026 -2.216 -0.212
C 0.873 -4.096 -0.263
C 1.369 -4.937 0.737
C 1.350 -6.316 0.564
C 0.870 -6.878 -0.614
C 0.429 -6.051 -1.634
C 0.439 -4.671 -1.460
C 1.130 -2.019 1.657
C 2.260 -1.314 2.168
C 2.208 -0.835 3.481
C 1.051 -0.973 4.238
C -0.064 -1.651 3.731
C -0.045 -2.142 2.436
H 3.880 -5.082 -5.667
H 5.490 -4.488 -5.236
H 4.048 -3.494 -4.896
H 5.816 -3.597 -2.955
H 6.112 -4.991 -1.912
H 5.308 -3.016 -0.601
H 4.216 -4.393 -0.465
H 2.721 -3.421 -2.118
H 3.798 -2.056 -2.362
H 3.865 1.142 1.831
H 6.218 1.777 2.193
H 7.888 1.419 0.406
H 7.176 0.516 -1.784
H 4.831 -0.121 -2.156
H 1.649 -1.659 -2.957
H 0.554 -0.671 -4.905
H 0.058 1.755 -4.968
H 0.695 3.187 -3.057
H 1.870 2.229 -1.124
H 1.787 -4.526 1.647
H 1.723 -6.956 1.353
H 0.852 -7.953 -0.738
H 0.083 -6.475 -2.568
H 0.101 -4.034 -2.269
H 3.235 -1.519 1.753
H 3.106 -0.410 3.912
H 1.056 -0.630 5.265
H -0.933 -1.834 4.349
H -0.861 -2.730 2.036
S -3.272 -3.957 -1.367
C -2.595 -2.786 -2.396
C -1.763 -1.984 -1.693
N -1.645 -2.289 -0.345
C -2.399 -3.318 -0.065
H -2.836 -2.745 -3.447
H -1.195 -1.158 -2.102
H -2.467 -3.771 0.917

# 2
Entry from OMol25: a molecular structure, C37H73Cl22FNO4P (ωB97M-V/def2-TZVPD).

Its total energy is -12374.6780 a.u. Its largest force on an atom is 0.134 hartree/bohr. For the frontier orbital gap, the calculation gives 7.82 eV. The value obtained for the highest occupied orbital energy is -0.2897 hartree. Its molar mass is 1425.932 g mol⁻¹.

Cartesian coordinates (Å):
C -4.570 -1.761 3.590
C -5.675 -1.113 2.756
C -6.351 -2.188 1.864
C -6.117 -2.036 0.337
N -6.132 -0.667 -0.163
C -4.934 -0.192 -0.743
C -3.589 -0.493 -0.047
C -2.861 -1.726 -0.595
F -1.875 -1.381 -1.500
O -4.711 -0.484 -2.134
C -3.899 0.502 -2.617
O -3.075 0.392 -3.375
O -4.215 1.631 -1.963
C -5.181 1.350 -0.928
C -6.533 1.793 -1.585
O -6.439 2.021 -2.971
C -6.559 3.378 -3.333
P -4.501 2.335 0.526
C -5.776 3.452 1.270
C -7.133 2.785 1.563
C -3.187 3.485 -0.130
C -2.781 4.441 0.984
H -5.009 -2.442 4.312
H -3.871 -2.286 2.940
H -4.010 -1.018 4.159
H -6.446 -0.748 3.435
H -5.329 -0.238 2.213
H -7.410 -2.278 2.089
H -5.917 -3.149 2.135
H -6.954 -2.558 -0.134
H -5.231 -2.597 0.059
H -6.530 -0.012 0.492
H -2.869 0.315 -0.150
H -3.692 -0.665 1.019
H -2.386 -2.289 0.210
H -3.543 -2.401 -1.105
H -7.364 1.112 -1.408
H -6.811 2.739 -1.113
H -6.137 3.470 -4.333
H -5.977 4.036 -2.685
H -7.606 3.676 -3.418
H -5.359 3.761 2.225
H -5.854 4.365 0.671
H -7.221 2.567 2.621
H -7.909 3.522 1.362
H -7.362 1.920 0.947
H -2.350 2.946 -0.554
H -3.684 4.085 -0.896
H -3.581 5.115 1.277
H -1.957 5.077 0.671
H -2.459 3.898 1.866
Cl 1.221 0.495 -1.962
C 0.072 1.250 -3.098
C 0.643 1.334 -4.484
Cl 1.987 2.513 -4.602
H -0.205 2.228 -2.708
H -0.815 0.622 -3.103
H -0.124 1.663 -5.183
H 1.017 0.357 -4.798
Cl 7.435 1.164 -2.518
C 5.820 1.807 -2.937
C 5.684 2.059 -4.415
Cl 6.708 3.413 -4.966
H 5.654 2.713 -2.358
H 5.091 1.062 -2.623
H 4.655 2.321 -4.649
H 5.953 1.179 -4.994
Cl 0.012 2.644 1.280
C 1.306 2.409 2.480
C 0.992 3.087 3.790
Cl 1.018 4.868 3.654
H 2.236 2.775 2.050
H 1.402 1.335 2.638
H 1.742 2.816 4.532
H 0.013 2.800 4.170
Cl 0.351 -1.408 -6.107
C 0.466 -2.696 -4.876
C 1.848 -3.298 -4.792
Cl 2.273 -4.246 -6.243
H -0.286 -3.447 -5.107
H 0.212 -2.240 -3.919
H 1.900 -3.982 -3.944
H 2.608 -2.530 -4.661
Cl -4.060 -5.488 2.697
C -2.704 -5.313 1.554
C -1.418 -4.936 2.244
Cl -1.470 -3.278 2.908
H -2.986 -4.573 0.807
H -2.583 -6.274 1.058
H -0.602 -4.963 1.532
H -1.188 -5.617 3.058
Cl 4.791 1.842 2.243
C 6.225 1.890 1.187
C 7.492 2.158 1.954
Cl 7.545 3.817 2.612
H 6.053 2.645 0.422
H 6.289 0.918 0.699
H 8.350 2.053 1.292
H 7.611 1.466 2.784
Cl -1.864 2.747 5.851
C -2.170 4.501 5.985
C -3.628 4.836 5.796
Cl -4.158 4.554 4.118
H -1.544 5.010 5.255
H -1.849 4.803 6.981
H -3.796 5.891 6.009
H -4.263 4.248 6.455
Cl -1.434 -8.913 1.564
C -0.080 -8.752 0.416
C 1.207 -8.380 1.106
Cl 1.157 -6.724 1.766
H -0.358 -8.013 -0.333
H 0.034 -9.715 -0.078
H 2.030 -8.413 0.393
H 1.434 -9.059 1.924
Cl 4.292 -0.692 -0.580
C 5.444 -2.030 -0.817
C 5.312 -3.094 0.238
Cl 5.855 -2.521 1.838
H 6.450 -1.614 -0.842
H 5.217 -2.445 -1.802
H 5.936 -3.947 -0.023
H 4.284 -3.435 0.334
Cl 2.733 -5.626 -3.917
C 4.173 -5.604 -4.970
C 5.453 -5.488 -4.180
Cl 5.606 -3.891 -3.397
H 4.060 -4.782 -5.674
H 4.172 -6.537 -5.530
H 6.308 -5.600 -4.844
H 5.518 -6.248 -3.404
Cl 12.309 4.272 2.757
C 10.981 5.326 2.206
C 11.197 6.766 2.595
Cl 11.070 7.014 4.356
H 10.051 4.937 2.613
H 10.941 5.242 1.120
H 10.433 7.389 2.132
H 12.173 7.124 2.276